[1]
A structure of composition C28H25ClGdSi, computed with ωB97M-V/def2-TZVPD.

Output
expectation value of S²	16.776
E_LUMO (alpha / beta)	2.7 / 2.6	eV
calculated total energy	-70676.6406	eV
Kohn-Sham gap (alpha / beta)	5.681 / 4.903	eV
highest occupied orbital energy (alpha / beta)	-3.01 / -2.28	eV

The geometry in ORCA input format:
```
! wB97M-V def2-TZVPD RIJCOSX def2/J DEFGRID3
* xyz -1 8
C 0.889 1.517 -1.097
C 2.258 1.135 -1.415
C 2.950 0.918 -0.178
H 2.741 1.219 -2.403
C 2.101 1.376 0.892
C 0.807 1.677 0.312
H -0.040 2.177 0.819
H 0.132 1.907 -1.800
H 4.031 0.756 -0.048
H 2.508 1.727 1.847
Gd 1.241 -0.788 -0.127
Cl -1.573 -1.165 1.101
C 1.912 -3.483 -0.260
C 2.703 -2.974 0.812
C 3.741 -2.176 0.250
H 2.587 -3.218 1.858
C 3.589 -2.190 -1.163
C 2.464 -2.997 -1.480
H 2.129 -3.257 -2.475
H 1.086 -4.174 -0.167
H 4.547 -1.708 0.796
H 4.259 -1.727 -1.874
C -6.511 -2.558 2.603
C -6.160 -2.666 1.229
C -5.240 -1.757 0.682
C -4.829 -0.619 1.424
C -5.366 -0.386 2.707
C -6.170 -1.379 3.293
Si -3.512 0.354 0.591
C -4.449 1.079 -0.896
C -3.803 1.235 -2.165
C -4.349 2.170 -3.084
C -5.614 2.764 -2.876
C -6.299 2.457 -1.695
C -5.745 1.610 -0.720
C -3.023 1.745 1.741
C -3.354 3.114 1.662
C -2.980 4.001 2.691
C -2.345 3.504 3.833
C -1.960 2.163 3.910
C -2.324 1.309 2.879
H -7.071 -3.359 3.088
H -6.650 -3.416 0.580
H -4.859 -1.860 -0.352
H -5.194 0.587 3.187
H -6.588 -1.200 4.285
H -2.871 0.656 -2.336
H -3.761 2.464 -3.954
H -6.021 3.463 -3.621
H -7.263 2.921 -1.531
H -6.289 1.378 0.206
H -4.001 3.448 0.841
H -3.240 5.067 2.625
H -2.130 4.172 4.662
H -1.431 1.757 4.760
H -2.138 0.240 2.999
*
```

The Löwdin scheme yields these atomic charges, measured in e: number 1, C, carries -0.26; number 2, C, carries -0.24; number 3, C, carries -0.32; number 4, H, carries 0.10; number 5, C, carries -0.22; number 6, C, carries -0.26; number 7, H, carries 0.10; number 8, H, carries 0.10; number 9, H, carries 0.11; number 10, H, carries 0.10; number 11, Gd, carries 1.29; number 12, Cl, carries -0.03; number 13, C, carries -0.27; number 14, C, carries -0.25; number 15, C, carries -0.23; number 16, H, carries 0.08; number 17, C, carries -0.22; number 18, C, carries -0.24; number 19, H, carries 0.08; number 20, H, carries 0.08; number 21, H, carries 0.08; number 22, H, carries 0.09; number 23, C, carries -0.11; number 24, C, carries -0.10; number 25, C, carries -0.12; number 26, C, carries -0.33; number 27, C, carries -0.09; number 28, C, carries -0.11; number 29, Si, carries 0.53; number 30, C, carries -0.29; number 31, C, carries -0.09; number 32, C, carries -0.11; number 33, C, carries -0.11; number 34, C, carries -0.11; number 35, C, carries -0.10; number 36, C, carries -0.30; number 37, C, carries -0.09; number 38, C, carries -0.11; number 39, C, carries -0.12; number 40, C, carries -0.09; number 41, C, carries -0.18; number 42, H, carries 0.09; number 43, H, carries 0.10; number 44, H, carries 0.10; number 45, H, carries 0.10; number 46, H, carries 0.09; number 47, H, carries 0.09; number 48, H, carries 0.09; number 49, H, carries 0.09; number 50, H, carries 0.09; number 51, H, carries 0.10; number 52, H, carries 0.10; number 53, H, carries 0.09; number 54, H, carries 0.09; number 55, H, carries 0.09; number 56, H, carries 0.03

=====

[2]
A structure of composition C38H67N10O9PS, computed with ωB97M-V/def2-TZVPD.

Output
E_LUMO	-1.0	eV
calculated total energy	-93946.6933	eV
Kohn-Sham gap	7.538	eV
highest occupied orbital energy	-8.50	eV

The geometry in ORCA input format:
```
! wB97M-V def2-TZVPD RIJCOSX def2/J DEFGRID3
* xyz 0 1
C 6.138 -1.939 -0.119
C 6.794 -2.009 -1.500
C 8.331 -1.845 -1.544
N 6.196 -2.234 -2.616
C 5.098 -1.367 -2.927
C 3.705 -1.881 -2.699
P 3.374 -3.555 -2.022
O 2.286 -4.243 -2.730
O 3.103 -3.401 -0.433
O 4.691 -4.522 -2.147
C 2.582 -1.137 -3.000
C 1.141 -1.605 -2.760
C 0.210 -0.501 -2.215
C 0.393 -0.005 -0.919
C -0.461 0.966 -0.383
C -1.509 1.450 -1.170
C -2.418 2.530 -0.542
C -1.704 0.996 -2.484
C -0.828 0.018 -2.997
C 2.793 0.172 -3.581
N 1.913 1.054 -3.991
S 2.611 2.382 -4.580
N 4.165 1.893 -4.337
C 4.167 0.692 -3.792
C 5.329 -0.118 -3.450
C 6.731 0.436 -3.694
C 6.973 1.864 -3.152
C 6.881 1.993 -1.605
N 7.837 3.065 -1.199
H 5.448 -2.784 0.044
H 6.947 -2.083 0.625
H 5.684 -0.960 0.121
H 8.642 -1.855 -2.599
H 8.652 -0.933 -1.019
H 8.788 -2.742 -1.073
H 3.370 -2.513 -0.146
H 5.038 -4.347 -3.039
H 1.072 -2.435 -2.041
H 0.727 -1.897 -3.745
H 1.227 -0.392 -0.314
H -0.277 1.290 0.647
H -1.842 3.450 -0.358
H -3.258 2.738 -1.225
H -2.833 2.096 0.386
H -2.530 1.372 -3.099
H -1.015 -0.300 -4.028
H 7.492 -0.234 -3.277
H 6.871 0.469 -4.796
H 8.014 2.136 -3.422
H 6.337 2.639 -3.599
H 7.107 1.051 -1.070
H 5.883 2.367 -1.300
H 7.417 3.670 -0.501
H 8.671 2.643 -0.802
C -2.514 -1.688 1.768
O -1.887 -0.649 1.630
N -2.214 -2.860 1.177
C -3.014 -4.050 1.395
C -1.061 -2.935 0.298
H -3.407 -1.746 2.410
H -2.388 -4.834 1.828
H -3.417 -4.396 0.440
H -3.840 -3.837 2.072
H -0.161 -2.663 0.855
H -1.184 -2.229 -0.525
H -0.954 -3.943 -0.098
C 0.534 -5.803 -7.139
O 0.272 -6.225 -8.250
N 0.100 -6.341 -5.983
C 0.455 -5.782 -4.690
C -0.748 -7.518 -6.035
H 1.171 -4.914 -6.989
H 0.988 -6.534 -4.106
H -0.455 -5.490 -4.161
H 1.092 -4.909 -4.807
H -0.220 -8.326 -6.544
H -1.654 -7.289 -6.599
H -1.015 -7.833 -5.029
C -6.236 -1.907 4.320
O -5.841 -1.999 3.167
N -5.627 -1.215 5.300
C -6.163 -1.154 6.648
C -4.398 -0.506 5.001
H -7.159 -2.405 4.657
H -6.369 -0.114 6.903
H -5.428 -1.562 7.346
H -7.082 -1.726 6.725
H -4.590 0.223 4.212
H -3.649 -1.216 4.647
H -4.029 0.003 5.889
C -9.723 -0.519 8.592
O -8.728 -1.079 8.171
N -10.035 0.771 8.359
C -11.238 1.380 8.890
C -9.133 1.574 7.546
H -10.468 -1.041 9.216
H -11.857 1.740 8.065
H -10.966 2.221 9.531
H -11.808 0.659 9.473
H -9.033 1.124 6.558
H -8.149 1.602 8.014
H -9.518 2.587 7.448
C 6.762 5.747 -3.104
O 7.671 6.470 -2.746
N 5.980 5.964 -4.184
C 4.907 5.062 -4.557
C 6.224 7.142 -4.997
H 6.497 4.829 -2.555
H 5.096 4.675 -5.561
H 3.960 5.610 -4.550
H 4.842 4.229 -3.862
H 7.244 7.112 -5.385
H 6.116 8.038 -4.382
H 5.519 7.180 -5.825
C -5.027 3.048 5.143
O -6.158 2.622 5.292
N -4.696 4.141 4.427
C -3.323 4.588 4.296
C -5.750 4.892 3.768
H -4.155 2.552 5.602
H -3.231 5.600 4.696
H -3.041 4.589 3.241
H -2.651 3.928 4.842
H -6.464 5.247 4.512
H -6.275 4.242 3.066
H -5.328 5.740 3.233
*
```

Atomic partial charges in e from the Löwdin method, atoms 1 to 99: number 1, C, carries -0.01; number 2, C, carries -0.35; number 3, C, carries -0.04; number 4, N, carries 0.09; number 5, C, carries -0.18; number 6, C, carries -0.10; number 7, P, carries 0.51; number 8, O, carries -0.27; number 9, O, carries -0.12; number 10, O, carries -0.14; number 11, C, carries -0.12; number 12, C, carries -0.09; number 13, C, carries -0.26; number 14, C, carries -0.06; number 15, C, carries -0.06; number 16, C, carries -0.27; number 17, C, carries -0.05; number 18, C, carries -0.04; number 19, C, carries -0.06; number 20, C, carries -0.26; number 21, N, carries -0.22; number 22, S, carries 1.04; number 23, N, carries -0.22; number 24, C, carries -0.26; number 25, C, carries -0.10; number 26, C, carries -0.12; number 27, C, carries -0.19; number 28, C, carries -0.25; number 29, N, carries -0.01; number 30, H, carries 0.07; number 31, H, carries 0.09; number 32, H, carries 0.09; number 33, H, carries 0.08; number 34, H, carries 0.08; number 35, H, carries 0.09; number 36, H, carries 0.07; number 37, H, carries 0.08; number 38, H, carries 0.09; number 39, H, carries 0.14; number 40, H, carries 0.12; number 41, H, carries 0.12; number 42, H, carries 0.08; number 43, H, carries 0.07; number 44, H, carries 0.08; number 45, H, carries 0.11; number 46, H, carries 0.11; number 47, H, carries 0.08; number 48, H, carries 0.13; number 49, H, carries 0.12; number 50, H, carries 0.06; number 51, H, carries 0.09; number 52, H, carries 0.11; number 53, H, carries 0.06; number 54, H, carries 0.06; number 55, C, carries -0.33; number 56, O, carries 0.00; number 57, N, carries -0.19; number 58, C, carries -0.05; number 59, C, carries -0.03; number 60, H, carries 0.11; number 61, H, carries 0.09; number 62, H, carries 0.09; number 63, H, carries 0.08; number 64, H, carries 0.09; number 65, H, carries 0.08; number 66, H, carries 0.09; number 67, C, carries -0.36; number 68, O, carries 0.00; number 69, N, carries -0.20; number 70, C, carries -0.07; number 71, C, carries -0.05; number 72, H, carries 0.13; number 73, H, carries 0.09; number 74, H, carries 0.09; number 75, H, carries 0.06; number 76, H, carries 0.09; number 77, H, carries 0.09; number 78, H, carries 0.08; number 79, C, carries -0.34; number 80, O, carries -0.01; number 81, N, carries -0.18; number 82, C, carries -0.06; number 83, C, carries -0.04; number 84, H, carries 0.13; number 85, H, carries 0.08; number 86, H, carries 0.09; number 87, H, carries 0.06; number 88, H, carries 0.09; number 89, H, carries 0.08; number 90, H, carries 0.08; number 91, C, carries -0.34; number 92, O, carries 0.00; number 93, N, carries -0.20; number 94, C, carries -0.06; number 95, C, carries -0.04; number 96, H, carries 0.13; number 97, H, carries 0.09; number 98, H, carries 0.09; number 99, H, carries 0.08

=====

[3]
A structure of composition C34H47BeN2PSb, computed with ωB97M-V/def2-TZVPD.

Output
E_LUMO	-2.0	eV
calculated total energy	-55225.9386	eV
Kohn-Sham gap	8.352	eV
energy above the lowest of the compared OMol25 structures with the same formula, charge and spin	0.376	eV
highest occupied orbital energy	-10.36	eV

The geometry in ORCA input format:
```
! wB97M-V def2-TZVPD RIJCOSX def2/J DEFGRID3
* xyz 1 1
Be 1.433 1.810 0.627
N 2.656 0.801 -0.146
C 3.439 -0.194 0.627
C 3.786 0.335 2.012
C 2.537 0.648 2.829
N 1.920 1.903 2.339
H 2.205 0.342 -0.940
H 3.300 1.481 -0.549
H 4.349 -0.464 0.089
H 2.831 -1.094 0.731
H 4.394 1.243 1.927
H 4.389 -0.410 2.531
H 2.781 0.720 3.890
H 1.800 -0.150 2.712
H 2.563 2.677 2.486
H 1.101 2.118 2.906
C -4.144 -0.295 -1.695
C -4.202 -0.450 -0.319
C -3.155 -0.014 0.483
C -2.043 0.582 -0.102
C -1.980 0.725 -1.488
C -3.029 0.293 -2.280
P -0.696 1.358 0.856
C -1.094 0.940 2.585
C -0.941 -0.400 2.955
C -1.249 -0.813 4.241
C -1.697 0.116 5.172
C -1.817 1.452 4.822
C -1.515 1.871 3.531
C -1.102 3.122 0.624
C -2.377 3.611 0.780
C -2.665 4.946 0.446
C -1.688 5.755 -0.069
C -0.372 5.277 -0.258
C 0.647 6.079 -0.826
C 1.895 5.563 -1.027
C 2.189 4.236 -0.643
C 1.258 3.403 -0.064
C -0.057 3.943 0.109
H -4.970 -0.627 -2.309
H -5.071 -0.902 0.141
H -3.222 -0.134 1.555
H -1.114 1.199 -1.940
H -2.991 0.426 -3.353
H -0.599 -1.112 2.209
H -1.147 -1.855 4.516
H -1.959 -0.204 6.171
H -2.159 2.174 5.553
H -1.619 2.914 3.261
H -3.172 2.970 1.144
H -3.673 5.318 0.576
H -1.916 6.774 -0.359
H 0.419 7.100 -1.106
H 2.668 6.174 -1.477
H 3.203 3.875 -0.811
C 0.611 -5.185 -0.854
C 1.191 -3.943 -0.189
C 0.898 -3.945 1.309
Sb 0.510 -2.033 -1.049
C 2.046 -1.926 -2.641
C 1.705 -0.805 -3.621
C 2.326 -3.234 -3.370
C -1.360 -2.444 -2.137
C -1.302 -3.419 -3.304
C -2.438 -2.820 -1.124
H 0.986 -6.086 -0.358
H 0.880 -5.252 -1.907
H -0.477 -5.197 -0.776
H 2.276 -3.917 -0.338
H -0.179 -3.995 1.491
H 1.281 -3.049 1.807
H 1.356 -4.814 1.790
H 2.951 -1.656 -2.082
H 0.840 -1.078 -4.229
H 2.541 -0.626 -4.302
H 1.473 0.141 -3.121
H 1.448 -3.590 -3.908
H 2.655 -4.016 -2.685
H 3.123 -3.087 -4.105
H -1.590 -1.446 -2.523
H -1.017 -4.421 -2.987
H -0.604 -3.085 -4.071
H -2.289 -3.487 -3.772
H -2.300 -3.837 -0.751
H -3.424 -2.771 -1.594
H -2.446 -2.134 -0.273
*
```

The Löwdin scheme yields these atomic charges, measured in e: number 1, Be, carries 0.00; number 2, N, carries 0.03; number 3, C, carries -0.21; number 4, C, carries -0.16; number 5, C, carries -0.19; number 6, N, carries 0.03; number 7, H, carries 0.04; number 8, H, carries 0.12; number 9, H, carries 0.13; number 10, H, carries 0.08; number 11, H, carries 0.12; number 12, H, carries 0.13; number 13, H, carries 0.13; number 14, H, carries 0.11; number 15, H, carries 0.13; number 16, H, carries 0.10; number 17, C, carries -0.08; number 18, C, carries -0.08; number 19, C, carries -0.10; number 20, C, carries -0.36; number 21, C, carries -0.12; number 22, C, carries -0.08; number 23, P, carries 1.13; number 24, C, carries -0.38; number 25, C, carries -0.12; number 26, C, carries -0.06; number 27, C, carries -0.07; number 28, C, carries -0.06; number 29, C, carries -0.08; number 30, C, carries -0.30; number 31, C, carries -0.08; number 32, C, carries -0.06; number 33, C, carries -0.01; number 34, C, carries -0.16; number 35, C, carries -0.03; number 36, C, carries -0.08; number 37, C, carries -0.11; number 38, C, carries -0.15; number 39, C, carries -0.19; number 40, H, carries 0.12; number 41, H, carries 0.12; number 42, H, carries 0.11; number 43, H, carries 0.12; number 44, H, carries 0.12; number 45, H, carries 0.09; number 46, H, carries 0.11; number 47, H, carries 0.11; number 48, H, carries 0.11; number 49, H, carries 0.10; number 50, H, carries 0.11; number 51, H, carries 0.11; number 52, H, carries 0.12; number 53, H, carries 0.12; number 54, H, carries 0.11; number 55, H, carries 0.08; number 56, C, carries -0.14; number 57, C, carries -0.57; number 58, C, carries -0.18; number 59, Sb, carries 1.51; number 60, C, carries -0.58; number 61, C, carries -0.16; number 62, C, carries -0.14; number 63, C, carries -0.55; number 64, C, carries -0.13; number 65, C, carries -0.15; number 66, H, carries 0.08; number 67, H, carries 0.06; number 68, H, carries 0.06; number 69, H, carries 0.08; number 70, H, carries 0.07; number 71, H, carries 0.04; number 72, H, carries 0.08; number 73, H, carries 0.06; number 74, H, carries 0.07; number 75, H, carries 0.08; number 76, H, carries 0.05; number 77, H, carries 0.06; number 78, H, carries 0.06; number 79, H, carries 0.08; number 80, H, carries 0.03; number 81, H, carries 0.06; number 82, H, carries 0.05; number 83, H, carries 0.08; number 84, H, carries 0.07; number 85, H, carries 0.08; number 86, H, carries 0.04